A) DFT (the ωB97M-V functional and the def2-TZVPD basis) results for a cluster of 2 separate species, C5H15N2O in total.

Calculated values
**Kohn-Sham gap**: 0.230 Ha

```
! RIJCOSX wB97M-V def2-TZVPD def2/J DEFGRID3
* xyz 1 1
N -0.12 3.29 0.14
C 0.74 0.12 -0.16
C -0.10 0.01 1.02
C 0.30 -1.16 1.97
O -0.66 -1.11 2.99
C 0.20 0.46 -1.50
N 0.05 -0.70 -2.39
C -0.36 -1.92 -1.70
H 0.40 2.43 0.03
H -0.49 3.34 1.08
H 0.49 4.08 0.00
H 1.72 0.57 0.03
H -0.15 0.92 1.62
H -1.14 -0.19 0.75
H 1.32 -1.13 2.35
H 0.21 -2.07 1.37
H -0.69 -1.96 3.43
H -0.76 0.98 -1.38
H 0.88 1.15 -2.00
H -0.56 -0.44 -3.15
H 0.30 -1.95 -0.81
H -1.39 -1.95 -1.33
H -0.19 -2.77 -2.35
*
```

=====

B) DFT (the ωB97M-V functional and the def2-TZVPD basis) results for a cluster of 2 separate species, C5H15N2O in total.

Calculated values
**Kohn-Sham gap**: 0.328 Ha

```
! RIJCOSX wB97M-V def2-TZVPD def2/J DEFGRID3
* xyz 1 1
C 2.50 1.01 0.28
C 2.40 -0.09 1.25
C 0.40 -0.19 2.64
N 1.01 -0.46 1.55
H 2.10 0.58 -0.65
H 1.91 1.90 0.52
H 3.56 1.31 0.06
H 2.95 -1.06 0.85
H 2.81 0.16 2.23
H -0.67 -0.46 2.75
H 1.00 0.25 3.46
H 0.45 -0.84 0.73
C -2.94 0.44 -2.12
N -1.52 0.29 -1.67
C -1.43 -0.88 -0.80
O -0.03 -1.26 -0.65
H -3.28 -0.48 -2.57
H -2.96 1.22 -2.96
H -3.62 0.72 -1.33
H -1.32 1.14 -1.12
H -1.78 -0.80 0.23
H -1.95 -1.72 -1.34
H 0.41 -0.78 -1.35
*
```

=====

C) DFT (the ωB97M-V functional and the def2-TZVPD basis) results for a cluster of 2 separate species, C5H15N2O in total.

Calculated values
**Kohn-Sham gap**: 0.248 Ha

```
! RIJCOSX wB97M-V def2-TZVPD def2/J DEFGRID3
* xyz 1 1
N 2.20 -2.94 -2.00
C -0.63 0.62 -0.41
C 0.26 -0.45 -0.09
C 1.55 0.11 0.64
O 2.44 -0.95 0.77
C -2.09 0.67 -0.21
N -2.57 1.84 0.50
C -1.89 2.04 1.80
H 1.87 -3.62 -1.32
H 1.67 -3.19 -2.84
H 3.15 -3.20 -2.24
H -0.25 1.24 -1.24
H 0.64 -0.89 -1.04
H -0.21 -1.22 0.52
H 1.98 0.94 0.07
H 1.26 0.43 1.63
H 3.23 -0.77 0.24
H -2.45 -0.26 0.24
H -2.52 0.72 -1.22
H -2.52 2.66 -0.09
H -2.33 2.90 2.28
H -0.81 2.21 1.67
H -1.97 1.11 2.35
*
```

=====

D) DFT (the ωB97M-V functional and the def2-TZVPD basis) results for a cluster of 2 separate species, C5H15N2O in total.

Calculated values
**Kohn-Sham gap**: 0.177 Ha

```
! RIJCOSX wB97M-V def2-TZVPD def2/J DEFGRID3
* xyz 1 1
C 0.94 -0.92 -0.15
N 1.16 -0.04 1.10
C 0.21 1.12 0.87
C 0.83 2.24 0.07
C -0.26 3.25 -0.26
O -0.82 3.69 0.98
C -0.41 -1.42 -0.14
N -0.94 -4.96 -0.76
H 1.20 -0.31 -1.02
H 1.69 -1.74 -0.18
H 0.58 -0.63 1.69
H -0.60 0.68 0.24
H -0.18 1.47 1.82
H 1.66 2.74 0.58
H 1.22 1.86 -0.88
H -0.97 2.77 -0.93
H 0.13 4.15 -0.75
H -1.39 4.42 0.80
H -0.81 -1.81 0.78
H -0.76 -1.76 -1.11
H -0.03 -5.34 -0.57
H -1.53 -5.48 -1.38
H -0.92 -3.97 -0.79
*
```

=====

Which one sits at the bottom of the stability order? D) does.

=====

A) DFT (the ωB97M-V functional and the def2-TZVPD basis) results for a cluster of 2 separate species, C2H6N2S in total.

Calculated values
**Kohn-Sham gap**: 0.345 Ha

```
! RIJCOSX wB97M-V def2-TZVPD def2/J DEFGRID3
* xyz 0 1
C -1.65 0.24 0.22
C 0.87 -0.54 -0.02
H -1.71 0.98 -0.53
H -2.71 -0.01 0.78
H -1.16 0.82 1.09
H 1.96 1.21 -0.87
H 0.24 1.03 -0.86
H 2.19 -2.16 0.14
N 0.86 0.93 -0.08
N 1.89 -1.05 0.33
S -0.77 -1.44 -0.20
*
```

=====

B) DFT (the ωB97M-V functional and the def2-TZVPD basis) results for an isolated molecule of C2H6N2S.

Calculated values
**Kohn-Sham gap**: 0.355 Ha
**Structure (SMILES)**: [H]/N=C(\C)NS

```
! RIJCOSX wB97M-V def2-TZVPD def2/J DEFGRID3
* xyz 0 1
C -0.40 1.16 -0.12
C -0.40 -0.36 -0.13
H -1.47 1.52 0.00
H 0.09 1.48 0.79
H -0.06 1.49 -1.13
H -2.27 -0.45 0.18
H 0.62 -2.01 -0.28
H 2.43 -0.54 1.12
N -1.50 -1.07 -0.08
N 0.79 -1.05 -0.20
S 2.19 -0.15 -0.15
*
```

=====

Which one sits at the bottom of the stability order? A) does.

=====

A) DFT (the ωB97M-V functional and the def2-TZVPD basis) results for a structure of composition C2H6N2S.

Calculated values
**Kohn-Sham gap**: 0.336 Ha

```
! RIJCOSX wB97M-V def2-TZVPD def2/J DEFGRID3
* xyz 0 1
C -1.43 -0.27 -0.18
C 0.11 0.05 -0.18
H -1.41 -1.41 -0.77
H -2.05 0.56 -0.52
H -1.73 -0.57 1.09
H -0.70 1.73 -0.01
H 1.11 -1.42 0.51
H 2.14 0.70 1.10
N 0.22 1.35 -0.37
N 1.08 -0.83 -0.46
S 2.66 0.10 -0.21
*
```

=====

B) DFT (the ωB97M-V functional and the def2-TZVPD basis) results for an isolated molecule of C2H6N2S.

Calculated values
**Kohn-Sham gap**: 0.361 Ha
**Structure (SMILES)**: C/N=C/NS

```
! RIJCOSX wB97M-V def2-TZVPD def2/J DEFGRID3
* xyz 0 1
C 2.79 -0.34 0.06
C 0.49 -0.05 -0.14
H 2.94 -0.50 1.06
H 3.65 0.33 -0.29
H 2.78 -1.34 -0.48
H 0.50 -1.23 -0.09
H -0.49 1.61 0.28
H -2.47 -0.59 1.18
N 1.64 0.45 -0.03
N -0.66 0.66 0.01
S -2.09 -0.23 -0.07
*
```

=====

Which one sits at the bottom of the stability order? A) does.

=====

A) DFT (the ωB97M-V functional and the def2-TZVPD basis) results for an isolated molecule of C5H7NOS.

Calculated values
**Kohn-Sham gap**: 0.371 Ha
**Structure (SMILES)**: N#CC[C@@H](O)[C@H]1CS1

```
! RIJCOSX wB97M-V def2-TZVPD def2/J DEFGRID3
* xyz 0 1
N 1.16 -3.70 0.27
C 0.99 -2.73 -0.27
O 0.79 -0.14 1.30
S 0.46 2.48 0.23
C -1.26 2.03 0.55
C 0.55 -1.43 -0.91
C -0.46 0.98 -0.35
C -0.06 -0.39 0.16
H 1.27 0.70 1.17
H -1.89 2.79 0.12
H -1.46 1.84 1.63
H -0.12 -1.59 -1.78
H 1.42 -0.91 -1.26
H -0.42 0.99 -1.38
H -0.99 -0.91 0.51
*
```

=====

B) DFT (the ωB97M-V functional and the def2-TZVPD basis) results for an isolated molecule of C5H7NOS.

Calculated values
**Kohn-Sham gap**: 0.287 Ha
**Structure (SMILES)**: C=C(C)N(C=O)C=S

```
! RIJCOSX wB97M-V def2-TZVPD def2/J DEFGRID3
* xyz 0 1
C -2.17 -1.20 0.70
C -1.61 -0.05 -0.04
C -2.34 0.74 -0.87
C 0.51 -0.95 0.07
C 0.26 1.57 0.42
H -1.40 -1.95 0.51
H -3.15 -1.68 0.08
H -2.46 -0.84 1.77
H -1.86 1.47 -1.30
H -3.41 0.48 -1.26
H -0.03 -1.88 0.05
H -0.46 2.45 0.47
N -0.20 0.26 -0.03
O 1.53 1.76 0.37
S 2.13 -0.91 -0.30
*
```

=====

Which one sits at the bottom of the stability order? B) does.

=====

A) DFT (the ωB97M-V functional and the def2-TZVPD basis) results for an isolated molecule of C5H7NOS.

Calculated values
**Kohn-Sham gap**: 0.327 Ha
**Structure (SMILES)**: COC1=CCC(=S)N1

```
! RIJCOSX wB97M-V def2-TZVPD def2/J DEFGRID3
* xyz 0 1
C 1.58 -2.35 1.73
C 0.51 -0.71 0.51
C -0.75 -1.08 0.71
C -1.59 -0.11 -0.09
C -0.56 0.88 -0.71
H 2.57 -2.76 1.87
H 0.99 -3.12 1.12
H 1.11 -2.27 2.71
H -1.04 -1.90 1.36
H -2.28 0.55 0.55
H -2.23 -0.54 -0.85
H 1.51 0.77 -0.60
N 0.65 0.34 -0.36
O 1.69 -1.16 0.99
S -0.86 2.27 -1.53
*
```

=====

B) DFT (the ωB97M-V functional and the def2-TZVPD basis) results for an isolated molecule of C5H7NOS.

Calculated values
**Kohn-Sham gap**: 0.330 Ha
**Structure (SMILES)**: C[C@]12O[C@H]1CNC2=S

```
! RIJCOSX wB97M-V def2-TZVPD def2/J DEFGRID3
* xyz 0 1
C -0.61 1.97 -0.25
C -0.20 0.58 0.15
C 1.18 0.03 0.02
C 1.05 -1.48 -0.10
C -1.15 -0.59 0.09
H 0.20 2.65 -0.04
H -1.47 2.31 0.34
H -0.83 2.01 -1.32
H 2.02 0.51 -0.41
H 1.34 -1.79 -1.15
H 1.64 -1.99 0.60
H -0.69 -2.58 0.44
N -0.40 -1.72 0.07
O 0.69 0.50 1.25
S -2.78 -0.41 0.28
*
```

=====

Which one sits at the bottom of the stability order? B) does.

=====

A) DFT (the ωB97M-V functional and the def2-TZVPD basis) results for a cluster of 3 separate species, C3H14N2O3 in total.

Calculated values
**Kohn-Sham gap**: 0.365 Ha
**Structure (SMILES)**: NCCNCO.O.O

```
! RIJCOSX wB97M-V def2-TZVPD def2/J DEFGRID3
* xyz 0 1
C -0.23 -0.09 -1.45
N 0.39 -0.18 -0.15
C 1.44 -1.23 -0.03
O 2.66 -0.66 0.37
C -1.48 0.84 -1.52
N -1.34 2.15 -0.86
H -0.62 -1.06 -1.78
H 0.40 0.22 -2.31
H 0.92 0.70 -0.06
H 0.93 -1.98 0.56
H 1.66 -1.64 -1.02
H 2.85 -0.77 1.30
H -1.75 0.95 -2.60
H -2.33 0.31 -1.03
H -2.16 2.30 -0.29
H -0.53 2.19 -0.25
H -1.07 -1.21 0.49
H -1.21 -2.58 1.17
O -1.46 -2.10 0.38
H -0.22 0.77 1.96
H 0.62 1.94 1.96
O 0.13 1.41 2.61
*
```

=====

B) DFT (the ωB97M-V functional and the def2-TZVPD basis) results for a cluster of 3 separate species, C3H14N2O3 in total.

Calculated values
**Kohn-Sham gap**: 0.348 Ha
**Structure (SMILES)**: NCCNCO.O.O

```
! RIJCOSX wB97M-V def2-TZVPD def2/J DEFGRID3
* xyz 0 1
C 1.36 0.58 -0.34
N -0.01 0.30 -0.83
C -0.12 -0.16 -2.20
O -0.82 -1.40 -2.30
C 1.36 1.82 0.55
N 0.78 1.53 1.86
H 2.08 0.58 -1.16
H 1.58 -0.25 0.33
H -0.65 1.06 -0.66
H -0.64 0.57 -2.83
H 0.88 -0.39 -2.56
H -1.76 -1.24 -2.16
H 2.40 2.05 0.76
H 0.86 2.64 0.07
H -0.24 1.53 1.86
H 1.02 0.60 2.18
H -1.30 -0.93 2.03
H -2.66 -0.17 2.17
O -1.72 -0.05 2.01
H -0.91 -2.75 0.57
H -0.12 -1.41 0.31
O -0.23 -2.16 0.92
*
```

=====

C) DFT (the ωB97M-V functional and the def2-TZVPD basis) results for a cluster of 4 separate species, C3H14N2O3 in total.

Calculated values
**Kohn-Sham gap**: 0.122 Ha

```
! RIJCOSX wB97M-V def2-TZVPD def2/J DEFGRID3
* xyz 0 1
C -0.16 2.22 1.34
N 2.77 0.42 0.34
C 2.40 -0.56 -0.59
O 3.21 -1.72 -0.53
C -0.70 1.17 0.39
N -1.27 0.01 1.08
H 0.04 3.15 0.80
H -0.91 2.43 2.11
H 0.71 1.88 1.89
H 1.38 -1.00 -0.44
H 2.60 -0.16 -1.60
H 4.02 -1.57 -0.03
H -1.41 1.71 -0.29
H 0.17 0.79 -0.23
H -2.29 0.12 1.05
H -1.21 -0.85 0.54
H -1.05 -1.71 -2.33
H 3.13 -0.11 1.15
O -1.34 -1.09 -1.65
H -2.59 -1.45 -1.23
H -4.11 -1.90 -1.20
O -3.39 -1.76 -0.58
*
```

=====

D) DFT (the ωB97M-V functional and the def2-TZVPD basis) results for a cluster of 3 separate species, C3H14N2O3 in total.

Calculated values
**Kohn-Sham gap**: 0.378 Ha
**Structure (SMILES)**: NCCNCO.O.O

```
! RIJCOSX wB97M-V def2-TZVPD def2/J DEFGRID3
* xyz 0 1
C 0.46 0.87 0.92
N 1.10 0.13 -0.13
C 2.57 -0.01 -0.17
O 3.05 -0.81 -1.10
C -0.96 0.72 1.22
N -1.14 -0.77 1.40
H 0.81 1.88 0.65
H 1.23 0.69 1.88
H 0.91 -0.82 0.35
H 2.91 1.06 -0.22
H 2.95 -0.39 0.81
H 2.91 -1.73 -0.89
H -1.46 1.37 2.05
H -1.47 1.28 0.40
H -1.43 -0.81 2.35
H -1.93 -1.01 0.84
H -0.52 0.55 -2.98
H 0.06 0.06 -1.56
O -0.74 0.13 -2.19
H -2.33 -0.54 -1.28
H -3.79 -1.15 -1.51
O -3.17 -0.69 -0.85
*
```

=====

Which one sits at the bottom of the stability order? C) does.